# 1
Here is C23H52CeP4Se as an isolated structure from OMol25. Energies are from the ωB97M-V functional and the def2-TZVPD basis.

Output
E_HOMO, eV: -18.74
Lowest unoccupied orbital energy, eV: -14.77
Frontier orbital gap, hartree: 0.14603
Total charge: +4

The geometry in XYZ format:
```
81
Properties=species:S:1:pos:R:3:forces:R:3
Ce -0.127 -0.196 -0.578 -0.489 -0.292 2.972
P -3.000 -0.044 -0.455 -1.763 0.122 -0.239
P -0.093 -3.147 -0.460 0.091 -1.579 -0.278
P 0.176 2.724 -0.469 -0.052 1.368 -0.410
H 4.984 -0.187 1.169 -0.433 0.174 0.239
C 4.434 0.766 1.234 -2.496 -0.758 -1.247
C 4.175 1.246 2.574 1.322 0.002 -0.963
H 4.316 0.587 3.430 -0.399 0.026 0.041
C -3.731 0.118 -2.131 0.453 -0.010 -0.475
C -3.918 -1.503 0.170 0.528 -0.333 0.223
C -3.864 1.309 0.429 0.497 0.240 0.257
C 1.526 -3.935 -0.093 0.431 0.482 0.130
C -1.209 -4.159 0.586 -0.346 0.366 0.435
C -0.442 -3.831 -2.128 -0.140 0.522 -0.535
C 1.767 3.450 0.077 0.525 -0.365 0.146
C -1.031 3.739 0.469 -0.382 -0.422 0.436
C 0.013 3.433 -2.151 -0.037 -0.279 -0.465
H 4.837 1.506 0.525 -0.359 0.061 0.338
H 4.087 2.316 2.767 -0.389 -0.057 0.028
H -4.622 -0.521 -2.201 0.227 0.265 -0.020
H -2.995 -0.184 -2.890 -0.524 0.067 0.156
H -4.012 1.164 -2.309 0.058 -0.251 0.000
H -4.940 -1.462 -0.228 0.266 0.021 0.181
H -3.947 -1.499 1.268 -0.041 -0.070 -0.246
H -3.434 -2.430 -0.167 -0.297 0.154 0.050
H -4.948 1.188 0.303 0.279 -0.022 -0.021
H -3.554 2.277 0.015 -0.190 -0.199 0.098
H -3.615 1.287 1.498 -0.202 0.067 -0.268
H 1.723 -4.726 -0.828 -0.018 0.206 0.308
H 1.517 -4.363 0.917 0.093 0.148 -0.268
H 2.324 -3.182 -0.155 0.065 -0.393 -0.040
H -1.743 -4.888 -0.038 0.172 0.195 0.252
H -1.940 -3.512 1.087 0.059 -0.374 0.001
H -0.621 -4.689 1.347 -0.258 0.132 -0.183
H 0.332 -4.566 -2.387 -0.325 0.153 0.010
H -0.436 -3.017 -2.868 -0.033 -0.598 0.094
H -1.426 -4.315 -2.125 0.261 0.144 -0.126
H 2.355 3.719 -0.808 -0.037 -0.062 0.298
H 2.335 2.720 0.669 -0.006 0.314 -0.035
H 1.588 4.345 0.685 0.118 -0.223 -0.209
H -1.751 4.188 -0.228 0.165 -0.121 0.287
H -0.505 4.532 1.016 -0.245 -0.177 -0.180
H -1.574 3.107 1.184 0.009 0.351 -0.041
H 0.892 4.053 -2.364 -0.333 -0.079 -0.081
H -0.896 4.046 -2.202 0.290 -0.141 -0.120
H -0.051 2.622 -2.891 0.045 0.525 0.106
C 0.537 -0.121 -4.710 0.316 0.137 -1.285
C 1.917 -0.261 -4.951 -0.070 0.030 0.415
C 2.416 -0.120 -6.245 -0.271 0.002 0.070
C 1.545 0.152 -7.310 -0.186 -0.038 0.367
C 0.169 0.282 -7.071 0.166 -0.066 0.187
C -0.338 0.141 -5.778 -0.163 0.047 0.287
Se -0.139 -0.230 -2.932 0.716 0.034 -3.226
H 3.192 0.484 0.729 3.489 0.895 1.684
H 2.584 -0.467 -4.113 -0.005 0.014 -0.285
H 3.487 -0.220 -6.426 -0.325 0.006 0.083
H 1.938 0.263 -8.321 -0.131 -0.031 0.299
H -0.510 0.497 -7.897 0.168 -0.085 0.269
H -1.404 0.245 -5.578 0.188 0.000 -0.237
C 2.240 -1.623 2.803 0.241 -0.223 -0.016
C 0.792 -1.392 3.211 -0.435 -0.108 -0.067
P -0.016 0.057 2.403 0.492 -0.031 1.018
C -1.670 0.186 3.210 -0.317 0.064 -0.387
C -1.803 -0.428 4.600 -0.008 -0.166 0.380
C 0.924 1.485 3.096 -0.300 0.178 -0.052
C 0.950 1.609 4.616 0.201 0.096 0.344
H 2.315 -2.110 1.820 0.036 0.155 0.174
H 2.723 -2.290 3.532 -0.057 0.154 -0.272
H 2.829 -0.697 2.766 -0.297 -0.350 0.143
H 0.180 -2.265 2.934 0.179 0.129 0.235
H 0.708 -1.273 4.301 -0.055 -0.024 -0.341
H -1.921 1.258 3.240 0.066 -0.200 -0.091
H -2.387 -0.287 2.518 0.149 0.128 0.263
H -1.123 0.031 5.328 -0.223 -0.178 -0.201
H -2.826 -0.266 4.963 0.233 -0.040 -0.093
H -1.626 -1.511 4.593 -0.074 0.254 0.010
H 1.957 1.407 2.715 -0.054 0.040 -0.111
H 0.489 2.395 2.654 0.240 -0.154 0.040
H 1.287 0.688 5.110 -0.120 0.240 -0.111
H 1.656 2.402 4.896 -0.228 -0.131 0.018
H -0.028 1.891 5.024 0.278 -0.078 -0.147
```
Positions in Å, forces in eV/Å.

Here are the Mulliken charges for atoms 1 to 6, given in e:
1. Ce -0.7461
2. P 1.2800
3. P 1.4971
4. P 1.2358
5. H 0.3767
6. C -0.2868



# 2
Here is C19H39F6N3O5S2Si2TeV as an isolated structure from OMol25. Energies are from the ωB97M-V functional and the def2-TZVPD basis.

Output
E_HOMO (alpha / beta), eV: -11.27 / -11.41
Lowest unoccupied orbital energy (alpha / beta), eV: -3.18 / -3.04
Frontier orbital gap (alpha / beta), hartree: 0.29724 / 0.30764
Total charge: +1
Spin multiplicity: 3

The geometry in XYZ format:
```
78
Properties=species:S:1:pos:R:3:forces:R:3
V -0.443 0.150 0.957 -0.201 1.227 0.187
F -4.369 2.578 1.851 -0.026 0.048 0.001
C -3.310 3.307 2.181 0.070 -0.168 0.087
F -2.905 2.968 3.399 -0.026 0.043 -0.014
F -3.601 4.587 2.136 -0.015 0.044 -0.032
S -1.973 2.915 0.975 -0.075 0.040 0.289
O -1.764 1.457 1.256 -1.554 1.841 0.121
O -2.451 3.218 -0.329 0.047 -0.088 0.000
N -0.802 3.780 1.495 0.148 -0.012 -0.033
S 0.719 3.362 1.528 -0.056 0.044 -0.088
O 1.568 4.447 1.199 0.058 -0.099 -0.025
O 0.960 2.072 0.875 -0.444 -0.151 0.423
C 0.980 2.994 3.314 -0.087 -0.144 0.003
F 2.185 2.461 3.479 0.015 0.052 0.018
F 0.849 4.068 4.060 0.005 0.011 -0.035
F 0.064 2.079 3.689 0.082 0.056 0.020
C 2.814 -1.499 -0.120 -0.087 0.084 0.062
C 1.639 -2.088 0.646 0.077 -0.025 -0.022
C 2.042 -2.484 2.056 -0.074 0.018 0.028
C 0.998 -3.259 -0.082 -0.114 0.119 0.005
O 0.635 -1.051 0.765 2.404 -2.744 -0.333
H 3.484 -2.293 -0.448 0.029 0.003 0.012
H 3.371 -0.800 0.504 0.010 -0.013 -0.006
H 2.454 -0.954 -0.992 0.003 -0.048 -0.115
H 2.819 -3.246 2.007 0.017 -0.001 0.033
H 1.191 -2.893 2.603 0.008 -0.010 -0.007
H 2.443 -1.624 2.596 0.025 -0.006 -0.008
H 1.675 -4.112 -0.074 0.009 -0.009 -0.032
H 0.771 -3.002 -1.117 0.013 -0.021 -0.010
H 0.069 -3.544 0.413 0.025 -0.041 0.012
C -0.481 -1.461 6.263 0.003 -0.009 -0.021
C -1.125 -1.231 4.940 0.050 0.011 0.014
C -2.419 -1.423 4.503 -0.050 0.005 -0.015
C -2.430 -1.060 3.150 -0.034 -0.040 -0.136
N -1.212 -0.673 2.774 0.143 0.119 0.177
N -0.433 -0.787 3.878 -0.055 -0.050 -0.014
C -3.570 -1.077 2.189 0.006 0.055 0.044
H -1.186 -1.260 7.066 0.000 0.008 0.000
H 0.388 -0.817 6.397 -0.009 0.010 0.012
H -0.153 -2.497 6.354 -0.002 -0.001 0.001
H -3.252 -1.779 5.083 0.008 -0.009 0.006
H 0.531 -0.502 3.853 -0.010 -0.028 0.004
H -4.243 -0.239 2.375 0.007 0.004 -0.004
H -4.144 -1.996 2.296 0.006 -0.007 -0.013
H -3.217 -1.007 1.160 -0.025 -0.009 -0.004
C -2.405 -2.420 -1.692 0.000 0.036 -0.037
Si -1.550 -1.940 -3.302 0.111 -0.089 -0.025
C -2.717 -1.023 -4.426 0.015 0.043 -0.010
C -0.873 -3.458 -4.147 -0.010 0.002 -0.037
C -0.079 -0.798 -2.923 -0.350 -0.083 0.099
Te -0.743 0.829 -1.706 -0.068 -0.133 -1.066
C 0.564 2.338 -2.478 0.121 -0.080 0.304
Si 2.420 2.127 -2.861 -0.077 0.183 -0.170
C 2.813 0.620 -3.890 -0.023 -0.100 -0.046
C 2.744 3.646 -3.898 0.049 0.046 0.006
C 3.509 2.164 -1.355 -0.084 -0.064 0.099
H -3.490 -2.377 -1.813 -0.003 -0.003 0.031
H -2.141 -1.757 -0.863 -0.019 -0.014 0.018
H -2.147 -3.438 -1.395 0.033 0.008 0.023
H -3.549 -1.663 -4.725 -0.007 0.000 0.021
H -2.204 -0.705 -5.336 -0.014 0.010 -0.001
H -3.131 -0.136 -3.943 -0.021 0.003 -0.016
H -1.678 -4.142 -4.422 0.003 -0.003 0.008
H -0.177 -4.006 -3.507 0.005 0.007 -0.001
H -0.346 -3.186 -5.064 0.012 -0.027 0.002
H 0.272 -0.338 -3.847 -0.015 -0.009 0.039
H 0.750 -1.329 -2.463 0.081 0.094 0.057
H 0.458 3.178 -1.785 -0.019 0.001 -0.021
H 0.068 2.637 -3.403 -0.055 -0.002 0.012
H 2.193 0.560 -4.788 0.014 0.005 -0.003
H 2.725 -0.325 -3.354 0.004 0.002 0.016
H 3.851 0.708 -4.223 0.003 0.005 -0.003
H 2.156 3.635 -4.818 0.002 0.005 0.003
H 3.797 3.715 -4.179 0.000 -0.012 0.005
H 2.491 4.556 -3.348 0.002 0.006 -0.017
H 3.332 1.332 -0.674 -0.006 -0.013 0.025
H 3.367 3.090 -0.798 0.000 0.076 0.075
H 4.552 2.123 -1.680 -0.009 -0.008 0.014
```
Positions in Å, forces in eV/Å.

Here are the natural (NBO) charges for atoms 1 to 6, given in e:
1. V 1.3826
2. F -0.2951
3. C 0.7622
4. F -0.2959
5. F -0.2764
6. S 2.2534